{"formula": "C2H8N2", "method": "ωB97M-V/def2-TZVPD", "homo_ev": -8.8089, "fmax_ha_per_bohr": 0.0418, "orbital_gap_ev": 9.94, "e_lumo_ev": 1.13, "relative_energy_kj_mol": 48.7, "smiles": "NCCN", "elements": ["N", "C", "C", "N", "H", "H", "H", "H", "H", "H", "H", "H"], "xyz": [[-1.463234, -0.506471, -0.235092], [-0.310600, 0.092665, -0.985562], [1.006462, 0.000806, -0.168334], [0.748201, 0.309132, 1.235753], [-2.142181, 0.167771, 0.100290], [-1.014360, -1.074272, 0.459114], [-0.552731, 1.153290, -1.067640], [-0.191141, -0.564181, -1.835782], [1.365684, -1.036657, -0.175963], [1.806902, 0.651416, -0.543308], [1.513039, 0.188496, 1.876871], [0.305545, 1.206414, 1.343615]], "forces_ev_per_angstrom": [[0.804, 0.019, -1.282], [-0.515, -0.377, 2.050], [0.054, -0.214, 0.812], [-0.628, -0.217, -0.010], [0.560, -0.283, 0.372], [-0.729, 0.008, 0.885], [0.171, -0.116, -1.125], [0.113, 0.864, -0.917], [0.040, 0.150, -0.247], [-0.224, -0.184, -0.574], [0.235, 0.145, -0.170], [0.118, 0.205, 0.206]], "lowdin_charge": [-0.029, -0.253, -0.291, -0.036, 0.054, 0.038, 0.102, 0.090, 0.105, 0.098, 0.060, 0.063]}